# 1
10
Properties=species:S:1:pos:R:3:forces:R:3:mulliken_charge:R:1 method="wB97M-V/def2-TZVPD" homo_energy_ev=-9.4 e_tot_ha=-301.32079 lumo_energy_ev=0.86 max_force_ev_per_a=6.74 smiles="NNc1cc1=O" relative_energy_ev=4.529 spin_multiplicity=1 gap_ev=10.282
N -1.738422 0.921719 0.118804 -1.031 -0.202 -1.589 -0.5331
N -1.175516 -0.339815 0.109880 5.303 1.617 1.201 -0.1752
C 0.356859 -0.243692 0.052450 -5.554 -3.725 -0.830 0.0169
C 1.343828 -1.141119 -0.197998 -0.227 -0.261 0.719 -0.4381
C 1.711121 0.180272 -0.006452 0.013 0.035 -0.319 0.5725
O 2.509453 1.041258 -0.002484 1.548 1.803 0.273 -0.5418
H -1.202339 1.515415 -0.489943 -0.167 0.530 0.088 0.2784
H -1.792456 1.253271 1.037222 0.050 0.789 1.350 0.2468
H -1.726917 -1.034333 -0.339245 0.394 -0.664 -0.639 0.2474
H 1.714389 -2.152979 -0.282235 -0.328 0.078 -0.254 0.3262

=====

# 2
15
Properties=species:S:1:pos:R:3:forces:R:3:mulliken_charge:R:1 method="wB97M-V/def2-TZVPD" homo_energy_ev=-9.1 e_tot_ha=-382.78757 lumo_energy_ev=-1.24 max_force_ev_per_a=0.49 relative_energy_ev=4.823 spin_multiplicity=1 gap_ev=7.829
C -0.558366 0.836018 -1.486261 -0.084 -0.053 -0.360 -1.2405
C -0.207472 0.959911 0.151201 0.331 -0.049 0.038 0.4757
O -1.199026 0.707448 0.958735 -0.001 0.063 0.059 -0.8292
C 0.735285 -0.110471 -0.046171 -0.107 0.134 -0.080 -0.1882
O 0.870004 -0.358335 2.075831 -0.096 -0.165 0.074 -0.6650
C 0.223705 -1.519436 -0.108241 0.116 -0.331 -0.102 -0.0618
O 0.941158 -2.449187 -0.392026 -0.238 0.410 0.112 -0.4702
H -1.307802 1.629781 -1.529705 0.115 -0.088 0.075 0.3586
H 0.254708 1.072322 -2.177444 -0.099 -0.041 0.118 0.3945
H -1.050772 -0.100078 -1.759956 0.093 0.117 0.077 0.3740
H 0.275820 1.957702 0.188292 -0.101 -0.137 0.025 0.3028
H -0.073608 0.011574 2.002200 0.029 -0.007 -0.017 0.4141
H 1.754005 0.054257 -0.394980 -0.135 -0.006 0.034 0.3586
H 0.793458 -1.263490 2.407518 0.051 0.161 -0.005 0.3280
H -0.847471 -1.625390 0.133098 0.125 -0.008 -0.050 0.4487

=====

# 3
9
Properties=species:S:1:pos:R:3:forces:R:3:mulliken_charge:R:1 method="wB97M-V/def2-TZVPD" charge=-1 homo_energy_ev=-4.7 e_tot_ha=-847.34362 lumo_energy_ev=2.59 max_force_ev_per_a=3.72 relative_energy_ev=1.628 spin_multiplicity=1 gap_ev=7.325
C 3.239043 1.717402 -0.066869 0.756 -0.683 0.644 0.5351
N 3.465292 0.556929 -0.048252 0.292 -0.342 0.362 -0.3099
N -1.783648 0.165903 0.219531 -3.381 -0.768 -0.238 0.0118
O 3.207098 2.881472 0.049337 -0.586 1.657 -0.314 -0.5409
O 3.282737 -1.954442 0.621232 1.349 -0.829 1.826 -0.5437
O 1.399329 -0.914984 -0.395323 1.071 0.370 -0.388 -0.6022
O -2.602286 0.264975 -0.694733 2.265 0.108 1.450 -0.2779
S 2.890023 -1.108368 -0.459547 -3.063 -0.039 -2.106 0.4617
H -0.859449 0.495979 -0.003130 1.298 0.527 -1.236 0.2660

=====

What M values result from the calculations? In sequence: 84.1, 104.1, 137.1 u.